The following is a DFT calculation (ωB97M-V/def2-TZVPD) of 8 unconnected molecules or ions with the total composition C31H65Cl3O10 in a non-equilibrium geometry.

Each line ends with the Löwdin charge.
Element x y z (Å)
C (-2.430, -5.270, 2.487)  0.227
C (-3.178, -4.437, 1.700)  -0.101
C (-2.762, -2.993, 1.577)  -0.262
O (-3.501, -2.243, 0.916)  0.127
C (-1.549, -2.630, 2.310)  0.145
C (-0.809, -3.499, 3.071)  -0.135
C (-1.183, -4.933, 3.270)  -0.239
O (-0.710, -5.811, 4.005)  0.165
O (0.314, -3.118, 3.761)  0.145
O (-4.293, -4.820, 1.059)  0.239
H (-2.851, -6.252, 2.641)  0.162
H (-1.210, -1.605, 2.295)  0.103
H (0.501, -3.730, 4.477)  0.135
H (-4.676, -4.157, 0.480)  0.153
C (-0.308, 0.327, 0.214)  -1.433
Cl (-0.543, -1.065, -0.826)  0.587
Cl (-1.809, 1.214, 0.615)  0.603
Cl (0.983, 1.368, -0.590)  0.576
H (0.144, -0.087, 1.116)  -0.020
C (2.044, -3.246, 0.355)  -0.068
C (2.390, -4.515, 1.118)  -0.274
O (1.475, -5.572, 0.807)  -0.146
C (1.805, -6.711, 1.662)  -0.271
C (0.844, -7.808, 1.288)  -0.079
H (1.094, -2.754, 0.566)  0.013
H (2.875, -2.554, 0.489)  0.068
H (1.997, -3.363, -0.727)  0.083
H (3.432, -4.789, 0.953)  0.106
H (2.382, -4.330, 2.193)  0.104
H (2.823, -7.074, 1.523)  0.127
H (1.562, -6.581, 2.716)  0.102
H (0.978, -8.135, 0.257)  0.086
H (-0.155, -7.428, 1.501)  0.057
H (1.054, -8.652, 1.946)  0.087
C (6.071, -3.353, 1.484)  -0.070
C (5.785, -2.806, 0.013)  -0.250
O (5.415, -1.436, 0.198)  -0.171
C (4.840, -0.915, -1.012)  -0.262
C (4.377, 0.487, -0.643)  -0.081
H (7.002, -2.915, 1.844)  0.065
H (5.342, -3.054, 2.237)  0.060
H (6.175, -4.432, 1.601)  0.063
H (6.642, -3.068, -0.606)  0.117
H (4.941, -3.388, -0.356)  0.084
H (5.634, -0.933, -1.758)  0.121
H (4.067, -1.565, -1.422)  0.104
H (5.199, 1.197, -0.561)  0.086
H (3.620, 0.606, 0.132)  0.042
H (3.778, 0.768, -1.509)  0.039
C (-4.731, 3.305, 1.278)  -0.065
C (-5.184, 2.011, 1.941)  -0.275
O (-6.566, 1.949, 1.586)  -0.159
C (-7.221, 0.830, 2.010)  -0.262
C (-6.847, -0.441, 1.117)  -0.054
H (-3.649, 3.428, 1.250)  0.049
H (-5.039, 3.131, 0.247)  0.069
H (-5.185, 4.208, 1.688)  0.086
H (-4.567, 1.213, 1.527)  0.070
H (-4.991, 1.999, 3.013)  0.118
H (-6.846, 0.673, 3.022)  0.106
H (-8.280, 1.087, 1.973)  0.123
H (-5.776, -0.619, 1.022)  0.031
H (-7.183, -0.273, 0.094)  0.069
H (-7.244, -1.413, 1.411)  0.058
C (4.205, 3.715, -7.454)  -0.095
C (2.889, 3.591, -6.776)  -0.257
O (3.311, 3.412, -5.380)  -0.168
C (2.190, 3.268, -4.524)  -0.291
C (2.707, 3.393, -3.088)  -0.075
H (4.954, 2.965, -7.198)  0.080
H (4.129, 3.625, -8.538)  0.076
H (4.603, 4.695, -7.191)  0.081
H (2.335, 4.523, -6.882)  0.116
H (2.257, 2.794, -7.169)  0.117
H (1.533, 4.101, -4.772)  0.095
H (1.601, 2.366, -4.691)  0.115
H (3.620, 2.859, -2.826)  0.070
H (1.819, 3.212, -2.482)  0.012
H (2.937, 4.427, -2.834)  0.077
C (-0.956, 4.255, -3.385)  -0.072
C (-1.954, 4.407, -2.233)  -0.256
O (-3.304, 4.131, -2.554)  -0.153
C (-3.585, 2.748, -2.502)  -0.309
C (-5.026, 2.588, -2.955)  -0.068
H (-0.037, 4.802, -3.174)  0.065
H (-0.665, 3.213, -3.517)  0.060
H (-1.260, 4.620, -4.366)  0.086
H (-1.727, 3.761, -1.384)  0.093
H (-2.013, 5.453, -1.932)  0.120
H (-2.945, 2.167, -3.167)  0.116
H (-3.495, 2.296, -1.514)  0.067
H (-5.325, 1.603, -2.598)  0.069
H (-5.125, 2.681, -4.037)  0.079
H (-5.645, 3.311, -2.424)  0.078
C (0.970, 4.427, 2.787)  -0.062
C (1.820, 3.141, 2.609)  -0.279
O (0.995, 2.025, 2.664)  -0.226
C (0.492, 1.712, 3.958)  -0.228
C (-0.091, 0.269, 3.896)  -0.075
H (0.104, 4.185, 2.172)  0.078
H (0.733, 4.790, 3.787)  0.071
H (1.489, 5.285, 2.360)  0.072
H (2.155, 3.271, 1.580)  0.100
H (2.666, 3.013, 3.285)  0.120
H (1.384, 1.672, 4.583)  0.120
H (-0.279, 2.383, 4.337)  0.124
H (-0.948, 0.351, 3.227)  0.030
H (-0.344, -0.083, 4.896)  0.084
H (0.520, -0.456, 3.358)  0.055

Values from the calculation:
HOMO-LUMO gap (alpha / beta) = 4.306 / 2.132 eV
Molecular weight = 704.2 g mol⁻¹
⟨S²⟩ = 0.765
Net charge = +1
E_HOMO (alpha / beta) = -11.07 / -11.07 eV
2S+1 = 2
E = -3352.5831 Ha